P | Density functional theory data (wB97M-V/def2-TZVPD) for one molecule with the formula C4H3I.

Last columns: bonded neighbours and bond lengths (Å).
Atoms and positions in Å:
1 I 2.737 0.545 0.053  C2 2.140
2 C 0.611 0.771 -0.023  I1 2.140, C3 1.448, H6 1.079, H7 1.159
3 C -0.135 -0.463 0.103  C2 1.448, C4 1.445, C5 1.374
4 C -0.270 -1.889 -0.094  C3 1.445, C5 1.435
5 C -1.392 -1.019 0.111  C3 1.374, C4 1.435, H8 1.036
6 H 0.332 1.116 -1.007  C2 1.079
7 H 0.512 1.747 0.592  C2 1.159
8 H -2.395 -0.808 0.265  C5 1.036

Output
**LUMO level**: 0.0098 Eh
**Charge**: 0
**E_HOMO**: -0.333 hartree
**SMILES**: ICC1=C=C1



Q | Density functional theory data (wB97M-V/def2-TZVPD) for one molecule with the formula C4H3I.

Last columns: bonded neighbours and bond lengths (Å).
Atoms and positions in Å:
1 C -0.188 0.318 -0.759  C2 1.412, C3 1.530, C4 1.544, H6 1.107
2 C -0.200 -0.848 0.038  C1 1.412, C3 1.455, H7 1.099
3 C -0.179 0.411 0.768  C1 1.530, C2 1.455, C4 1.543, H8 1.191
4 C -1.394 0.940 -0.022  C1 1.544, C3 1.543, I5 2.165
5 I -3.304 -0.081 -0.002  C4 2.165
6 H 0.373 0.858 -1.545  C1 1.107
7 H -0.374 -1.931 -0.023  C2 1.099
8 H 0.533 0.833 1.624  C3 1.191

Output
**LUMO level (alpha / beta)**: -0.0176 / -0.0308 Eh
**Charge**: 0
**E_HOMO (alpha / beta)**: -0.301 / -0.287 hartree



We find P to be the most stable, with the next structure 1.915 eV higher.